Below is a structure of composition C23H17BrIN5O6S2Ti, with properties calculated with ωB97M-V/def2-TZVPD.

Values from the calculation:
expectation value of S² = 2.015
HOMO (spin up / spin down) = 0.0014 / -0.0869 Eh
energy relative to the best compared isomer or geometry (same formula, charge and spin) = 1.451 eV
spin multiplicity = 3
total charge = -2
maximum force = 0.04 eV Å⁻¹

Geometry as XYZ:
```
56
C23H17BrIN5O6S2Ti | the Open Molecules 2025 dataset | ωB97M-V/def2-TZVPD
Ti 0.74 1.23 0.04
I 3.67 0.81 2.37
C 2.20 -0.26 3.39
C 2.34 -0.34 4.75
C 1.49 -1.16 5.51
C 0.58 -1.95 4.87
C 0.44 -1.90 3.46
C -0.44 -2.80 2.82
C -0.54 -2.78 1.46
C 0.12 -1.78 0.72
C 0.92 -0.80 1.26
C 1.19 -0.97 2.67
H 3.13 0.22 5.24
H 1.60 -1.20 6.59
H -0.04 -2.64 5.43
H -1.00 -3.52 3.43
H -1.17 -3.50 0.94
H -0.11 -1.76 -0.34
O 1.08 2.30 -3.56
S -0.13 2.75 -2.90
O -1.35 1.44 -3.41
O -0.16 2.48 -1.44
C -0.99 0.74 -4.50
C -1.47 1.15 -5.75
C -1.12 0.49 -6.91
C -0.26 -0.60 -6.85
C 0.22 -1.02 -5.62
C -0.13 -0.36 -4.45
S 0.44 -1.14 -2.95
O -0.47 -2.26 -2.76
O 1.81 -1.57 -3.26
O 0.38 -0.17 -1.86
H -2.13 2.01 -5.77
H -1.51 0.83 -7.87
H 0.03 -1.13 -7.76
H 0.89 -1.86 -5.55
N -1.01 1.76 3.84
C 0.03 2.67 4.11
C 0.77 2.77 2.99
N 0.23 2.01 1.98
C -0.89 1.45 2.50
C -1.71 0.73 1.64
N -1.38 0.74 0.33
C -2.32 -0.02 -0.31
C -3.22 -0.50 0.58
N -2.88 0.00 1.86
H -1.91 1.79 4.30
H 0.17 3.08 5.10
H 1.68 3.33 2.82
H -2.28 -0.16 -1.38
H -4.08 -1.13 0.44
H -2.89 -0.63 2.65
Br 2.39 3.50 0.09
N 3.34 -0.09 -1.66
C 2.65 0.48 -0.91
H 3.06 -0.73 -2.43
```

These are the Mulliken partial charges, in e, on atoms 1 to 8: atom 1 (Ti): -0.14, atom 2 (I): 0.09, atom 3 (C): 0.27, atom 4 (C): -0.60, atom 5 (C): -0.59, atom 6 (C): -0.87, atom 7 (C): 1.16, atom 8 (C): -1.11

=====

Below is the ion C5H9N with charge -1 at a distorted geometry, with properties calculated with ωB97M-V/def2-TZVPD.

Values from the calculation:
expectation value of S² = 0.762
HOMO (spin up / spin down) = 0.0107 / -0.0847 Eh
energy relative to the best compared isomer or geometry (same formula, charge and spin) = 0.951 eV
spin multiplicity = 2
total charge = -1
maximum force = 3.70 eV Å⁻¹

Geometry as XYZ:
```
15
C5H9N | the Open Molecules 2025 dataset | ωB97M-V/def2-TZVPD
C 2.27 0.45 -0.73
N -0.17 1.04 0.79
C -0.21 0.07 -0.25
C 0.96 -0.35 -0.91
C -2.43 -0.62 0.72
C -1.60 -0.59 -0.40
H 3.07 0.06 -1.28
H 2.06 1.56 -0.96
H 2.47 0.37 0.38
H 0.74 1.20 1.05
H -0.94 0.97 1.40
H 1.04 -1.50 -0.96
H -2.02 -0.39 1.78
H -3.24 -1.34 0.74
H -1.99 -0.93 -1.39
```

These are the Mulliken partial charges, in e, on atoms 1 to 8: atom 1 (C): -1.07, atom 2 (N): -0.43, atom 3 (C): 0.42, atom 4 (C): -0.32, atom 5 (C): -0.95, atom 6 (C): -0.43, atom 7 (H): 0.37, atom 8 (H): 0.24

=====

Below is a cluster of 2 separate species, C7H16N2S in total at a distorted geometry, with properties calculated with ωB97M-V/def2-TZVPD.

Values from the calculation:
HOMO = -0.3045 Eh
energy relative to the best compared isomer or geometry (same formula, charge and spin) = 3.054 eV
spin multiplicity = 1
total charge = 0
maximum force = 3.84 eV Å⁻¹

Geometry as XYZ:
```
26
C7H16N2S | the Open Molecules 2025 dataset | ωB97M-V/def2-TZVPD
C 1.64 -0.84 1.19
C 1.88 -0.43 -0.07
C 2.07 -1.35 -1.21
C 0.18 2.66 -0.59
C -2.41 -1.15 -0.53
C 2.03 1.02 -0.25
C 0.68 1.47 -0.72
N -2.00 -0.94 1.96
N -2.94 1.06 0.70
S -1.72 0.12 0.67
H 1.67 -0.12 1.95
H 1.62 -1.88 1.59
H 2.35 -2.28 -0.88
H 3.02 -1.11 -1.67
H 1.19 -1.40 -1.78
H 0.74 3.35 0.01
H -1.25 -0.94 2.69
H -0.76 2.81 -1.12
H -2.98 -0.61 -1.37
H -1.55 -1.68 -0.90
H -3.13 -1.91 -0.12
H 2.67 1.22 -1.17
H 2.25 1.59 0.62
H 0.23 0.81 -1.43
H -2.84 -1.55 1.89
H -2.64 2.08 0.55
```

These are the Mulliken partial charges, in e, on atoms 1 to 8: atom 1 (C): -1.36, atom 2 (C): 1.06, atom 3 (C): -1.51, atom 4 (C): -0.90, atom 5 (C): -0.85, atom 6 (C): -0.72, atom 7 (C): -0.11, atom 8 (N): -0.44

=====

> What is the energy relative to the best compared isomer or geometry (same formula, charge and spin) in the third record?

3.054 eV

=====

> What is the spin multiplicity in the second record?

2